Formula: C3H3N2
Source: the OMol25 dataset
Level of theory: ωB97M-V with the def2-TZVPD basis set

Values from the calculation:
E_tot	-6125.0889	eV
charge	+1
LUMO level	-5.680	eV
spin multiplicity	1
energy relative to the best compared isomer or geometry (same formula, charge and spin)	433.2	kJ/mol
Kohn-Sham gap	10.39	eV

CARTESIAN COORDINATES (ANGSTROEM)
C: 1.4367 -1.5905 -0.0394
C: -1.4167 -1.6042 -0.0399
C: 0.0039 -0.7534 0.4122
N: 1.2440 -0.4039 -0.3151
N: -1.2407 -0.4138 -0.3128
H: 0.0021 -0.4965 1.4720
H: 1.6114 0.4541 -0.7180
H: -1.6157 0.4326 -0.7367

Just the Mulliken charges please, in e? Sure, here they are:
1. C -0.059
2. C -0.063
3. C -0.020
4. N 0.065
5. N 0.063
6. H 0.377
7. H 0.317
8. H 0.319